A structure of composition C38H26Cl48FNO3 in a non-equilibrium geometry, computed with the ωB97M-V functional and the def2-TZVPD basis.

Charge: 0
Gap between HOMO and LUMO (eV): 7.2678
Multiplicity: 1

```
117
C38H26Cl48FNO3 the ωB97M-V functional and the def2-TZVPD basis
C 6.104 -3.600 2.976
C 5.193 -4.235 1.777
C 3.930 -3.259 1.619
F 4.462 -1.899 1.720
C 3.083 -3.461 0.277
C 2.500 -4.717 -0.039
C 2.615 -6.072 0.800
C 2.170 -5.961 2.335
C 0.652 -5.462 2.538
O -0.239 -6.370 2.441
N 0.265 -4.089 2.862
C -1.160 -3.816 2.535
C -1.606 -3.959 1.030
C -3.084 -3.736 0.605
C -4.083 -3.321 1.725
C -3.666 -3.167 3.232
C -2.170 -3.410 3.669
C 1.651 -4.787 -1.418
O 1.647 -5.845 -2.091
C 0.879 -3.444 -1.873
C 1.474 -2.202 -1.544
C 0.922 -0.753 -1.921
C 0.798 0.168 -0.614
C 1.100 1.718 -0.844
C 0.469 2.728 0.181
C 0.683 4.259 0.137
C 1.574 4.877 -0.987
C 2.206 3.893 -2.031
C 1.988 2.329 -1.955
C 2.866 -2.253 -0.744
O 3.705 -1.356 -1.011
H 6.742 -4.382 3.509
H 5.436 -3.092 3.774
H 6.779 -2.759 2.567
H 5.845 -4.171 0.836
H 4.934 -5.320 2.007
H 3.175 -3.333 2.494
H 3.665 -6.535 0.663
H 1.890 -6.828 0.306
H 2.193 -7.039 2.756
H 2.925 -5.381 2.995
H 0.899 -3.387 2.454
H -0.775 -4.267 0.291
H -3.342 -3.882 -0.493
H -5.168 -3.151 1.421
H -4.446 -2.881 4.024
H -1.886 -3.323 4.767
H -0.115 -3.466 -2.440
H 1.709 -0.286 -2.632
H -0.048 -0.799 -2.551
H -0.304 0.088 -0.265
H 1.422 -0.202 0.281
H -0.186 2.289 1.018
H 0.194 4.945 0.924
H 1.701 6.004 -1.006
H 2.845 4.377 -2.846
H 2.501 1.664 -2.723
C 1.037 0.284 3.823
Cl 2.543 -0.586 3.457
Cl 0.534 1.216 2.394
Cl -0.234 -0.885 4.246
Cl 1.306 1.389 5.189
C -1.184 -8.623 -2.044
Cl -2.933 -8.685 -2.349
Cl -0.542 -10.277 -1.939
Cl -0.380 -7.760 -3.372
Cl -0.881 -7.772 -0.512
C 1.942 9.587 -1.960
Cl 0.749 10.606 -2.793
Cl 1.204 8.884 -0.501
Cl 2.470 8.284 -3.048
Cl 3.344 10.573 -1.495
C 6.114 8.946 1.197
Cl 4.361 8.843 0.930
Cl 6.815 7.314 1.169
Cl 6.850 9.930 -0.088
Cl 6.430 9.700 2.774
C -7.520 -1.068 0.361
Cl -5.923 -0.359 0.682
Cl -8.762 -0.154 1.243
Cl -7.859 -0.998 -1.382
Cl -7.537 -2.762 0.901
C -3.099 6.010 1.680
Cl -1.586 5.150 1.302
Cl -3.630 6.936 0.261
Cl -4.352 4.827 2.119
Cl -2.826 7.117 3.043
C -1.213 11.300 3.385
Cl -0.454 10.698 1.896
Cl -2.592 12.337 2.960
Cl -1.786 9.940 4.377
Cl -0.027 12.244 4.312
C -12.092 0.555 -1.025
Cl -13.477 1.207 -1.927
Cl -10.724 1.683 -1.143
Cl -12.541 0.346 0.682
Cl -11.624 -1.015 -1.711
C 1.155 4.534 -5.870
Cl 2.087 5.932 -6.450
Cl -0.520 5.031 -5.547
Cl 1.166 3.258 -7.110
Cl 1.888 3.915 -4.365
C 2.071 -8.695 -6.666
Cl 3.574 -9.570 -7.030
Cl 1.560 -7.775 -8.098
Cl 0.802 -9.857 -6.225
Cl 2.349 -7.578 -5.313
C 11.059 7.094 0.322
Cl 11.812 6.527 -1.184
Cl 9.671 8.133 -0.064
Cl 10.507 5.697 1.271
Cl 12.247 8.019 1.266
C -13.373 -4.661 -0.709
Cl -14.672 -5.708 -0.099
Cl -13.319 -3.165 0.246
Cl -11.817 -5.508 -0.573
Cl -13.684 -4.264 -2.414
```



A cluster of 2 separate species, C3H11N4 in total in a non-equilibrium geometry, computed with the ωB97M-V functional and the def2-TZVPD basis.

ΔE to the lowest compared entry with this formula, charge and spin (kJ/mol): 72.74
Charge: +1
Gap between HOMO and LUMO (eV): 8.4165
Multiplicity: 1

```
18
C3H11N4 the ωB97M-V functional and the def2-TZVPD basis
C 1.157 -0.073 -1.565
C 1.175 -1.112 -0.727
N 1.250 -0.934 0.708
N 0.801 -0.219 -2.906
H 1.481 0.908 -1.241
H 1.139 -2.142 -1.049
H 1.800 -0.116 0.952
H 1.653 -1.724 1.193
H 0.797 -1.178 -3.221
H 1.309 0.364 -3.557
N -1.236 1.783 1.997
C -1.867 0.802 1.353
N -1.329 -0.316 1.008
H -0.235 1.808 1.982
H -1.709 2.657 2.089
H -2.914 0.992 1.136
H -1.932 -1.034 0.630
H -0.251 -0.503 0.973
```



A cluster of 13 separate species, C39H91N13O13 in total in a non-equilibrium geometry, computed with the ωB97M-V functional and the def2-TZVPD basis.

ΔE to the lowest compared entry with this formula, charge and spin (kJ/mol): 871.67
Charge: 0
Gap between HOMO and LUMO (eV): 9.0581
Multiplicity: 1

```
156
C39H91N13O13 the ωB97M-V functional and the def2-TZVPD basis
C 5.558 -4.807 1.413
O 4.725 -4.573 2.301
N 5.605 -4.025 0.351
C 6.561 -4.407 -0.732
C 4.943 -2.666 0.330
H 6.179 -5.697 1.335
H 7.355 -3.711 -0.967
H 5.960 -4.628 -1.607
H 7.074 -5.390 -0.421
H 5.192 -2.048 1.179
H 5.290 -2.201 -0.593
H 3.888 -2.803 0.178
C -1.765 1.898 0.683
O -1.771 3.056 1.081
N -0.785 1.309 -0.097
C -0.931 0.067 -0.803
C 0.388 2.168 -0.292
H -2.585 1.238 0.954
H -0.792 0.117 -1.857
H -1.975 -0.243 -0.662
H -0.135 -0.568 -0.497
H 1.241 1.542 -0.646
H 0.159 3.001 -0.970
H 0.689 2.616 0.623
C -4.539 0.331 -2.046
O -3.706 1.149 -2.466
N -4.601 -0.959 -2.490
C -5.670 -1.910 -2.155
C -3.685 -1.306 -3.564
H -5.364 0.524 -1.349
H -5.199 -2.758 -1.781
H -6.260 -2.240 -3.017
H -6.344 -1.430 -1.334
H -3.721 -0.616 -4.367
H -2.660 -1.384 -3.251
H -4.005 -2.329 -3.834
C -5.580 1.481 2.364
O -4.918 0.469 2.125
N -5.201 2.462 3.158
C -6.013 3.695 3.060
C -3.941 2.600 3.911
H -6.506 1.660 1.872
H -5.821 4.297 2.149
H -5.899 4.177 4.043
H -7.057 3.443 2.875
H -3.532 3.589 3.951
H -4.093 2.130 4.823
H -3.200 1.940 3.459
C -4.461 -5.650 -0.867
O -5.307 -5.934 -0.013
N -3.737 -6.499 -1.650
C -2.879 -5.983 -2.684
C -3.914 -7.939 -1.527
H -4.114 -4.594 -1.047
H -2.588 -4.952 -2.552
H -3.428 -5.951 -3.695
H -1.984 -6.576 -2.825
H -2.927 -8.440 -1.655
H -4.335 -8.237 -0.499
H -4.527 -8.311 -2.315
C 4.123 1.427 0.505
O 3.221 1.761 1.291
N 5.356 1.049 0.901
C 6.380 0.934 -0.187
C 5.775 0.966 2.287
H 4.015 1.459 -0.614
H 5.975 1.120 -1.212
H 6.853 -0.009 -0.079
H 7.141 1.700 -0.164
H 6.616 0.295 2.352
H 6.206 1.888 2.664
H 4.975 0.654 2.977
C 4.493 4.535 -1.387
O 5.704 4.329 -1.521
N 3.881 4.700 -0.183
C 4.614 4.809 1.043
C 2.451 5.034 -0.020
H 3.840 4.522 -2.283
H 4.486 5.789 1.373
H 5.666 4.563 0.888
H 4.154 4.156 1.800
H 2.100 4.557 0.849
H 2.480 6.114 0.153
H 1.867 4.770 -0.891
C 0.390 3.428 -4.476
O 1.085 4.039 -3.652
N 0.259 2.067 -4.332
C -0.530 1.282 -5.311
C 1.253 1.367 -3.532
H -0.276 3.868 -5.197
H 0.169 0.724 -5.927
H -1.072 2.009 -5.919
H -1.136 0.539 -4.803
H 0.815 0.504 -2.980
H 2.035 0.868 -4.092
H 1.844 1.940 -2.809
C -4.344 4.221 -0.196
O -5.487 3.898 0.179
N -3.905 4.355 -1.436
C -2.481 4.505 -1.673
C -4.809 3.936 -2.500
H -3.640 4.462 0.618
H -2.095 3.474 -1.934
H -1.907 4.948 -0.830
H -2.442 5.183 -2.552
H -5.072 4.838 -3.073
H -4.366 3.121 -3.049
H -5.682 3.596 -1.986
C 1.358 -1.481 1.677
O 1.190 -2.123 0.653
N 1.883 -1.924 2.842
C 2.064 -1.005 3.919
C 2.079 -3.312 3.194
H 1.030 -0.460 1.679
H 3.108 -0.860 4.301
H 1.399 -1.383 4.721
H 1.659 -0.080 3.493
H 2.936 -3.394 3.804
H 1.243 -3.734 3.839
H 2.149 -3.934 2.378
C -1.801 -3.076 0.116
O -2.306 -2.755 -0.990
N -2.446 -3.009 1.259
C -1.794 -3.459 2.530
C -3.818 -2.473 1.414
H -0.783 -3.519 0.120
H -2.074 -2.805 3.359
H -0.730 -3.498 2.432
H -2.176 -4.455 2.803
H -4.054 -2.479 2.495
H -3.890 -1.423 1.181
H -4.643 -2.958 0.856
C 2.797 -1.337 -2.251
O 3.783 -0.706 -2.602
N 1.932 -1.922 -3.062
C 0.916 -2.777 -2.431
C 2.182 -2.061 -4.536
H 2.442 -1.408 -1.220
H 1.243 -3.800 -2.132
H 0.045 -2.869 -3.021
H 0.552 -2.273 -1.464
H 3.043 -1.382 -4.840
H 2.343 -3.149 -4.760
H 1.331 -1.612 -5.064
C 0.641 2.263 6.217
O 1.170 1.800 7.216
N 1.335 2.525 5.040
C 0.610 3.200 3.969
C 2.749 2.274 4.945
H -0.459 2.490 6.091
H 0.775 4.266 3.939
H -0.450 3.048 4.201
H 0.779 2.855 2.924
H 2.918 2.023 3.894
H 3.363 3.193 5.089
H 3.048 1.474 5.610
```



A structure of composition C2H5FN2O in a non-equilibrium geometry, computed with the ωB97M-V functional and the def2-TZVPD basis.

ΔE to the lowest compared entry with this formula, charge and spin (kJ/mol): 294.18
Charge: 0
Gap between HOMO and LUMO (eV): 9.2743
Multiplicity: 1

```
11
C2H5FN2O the ωB97M-V functional and the def2-TZVPD basis
C -1.154 -0.101 -0.080
C 1.522 -0.862 -0.017
N -1.825 0.956 0.368
N 0.711 0.243 0.356
O -1.292 -1.169 -0.535
F 0.925 1.278 -0.593
H 2.176 -0.398 -0.697
H 1.886 -1.322 1.028
H 1.025 -1.554 -0.661
H -1.306 1.646 0.916
H -2.668 1.282 -0.085
```



A structure of composition C24H15FIrN4O6S5 in a non-equilibrium geometry, computed with the ωB97M-V functional and the def2-TZVPD basis.

ΔE to the lowest compared entry with this formula, charge and spin (kJ/mol): 140.95
Charge: -1
Gap between HOMO and LUMO (eV): 6.2916
Multiplicity: 1

```
56
C24H15FIrN4O6S5 the ωB97M-V functional and the def2-TZVPD basis
Ir -0.942 0.649 -1.817
S -6.585 1.333 -6.394
C -5.364 1.201 -5.306
S -4.303 2.503 -4.881
C -3.315 1.639 -3.719
C -3.627 0.343 -3.528
S -2.842 -0.732 -2.438
S -4.976 -0.265 -4.466
S -2.080 2.519 -2.905
F 4.922 -1.378 -0.726
C 4.541 -1.345 -2.010
C 3.788 -0.336 -2.467
N 3.385 -0.255 -3.778
C 2.473 0.815 -4.195
C 1.216 0.789 -3.320
O 0.191 0.216 -3.750
O 1.284 1.317 -2.185
C 3.761 -1.212 -4.707
O 3.462 -1.169 -5.881
N 4.534 -2.230 -4.184
C 4.981 -2.423 -2.876
O 5.654 -3.384 -2.577
H 3.441 0.453 -1.813
H 2.216 0.644 -5.234
H 2.965 1.780 -4.075
H 4.799 -2.941 -4.849
O -1.524 3.756 0.839
C -1.297 2.596 1.081
N -1.117 2.066 2.342
C -0.876 0.635 2.348
C -0.878 0.424 0.829
O -0.677 -0.632 0.202
N -1.153 1.542 0.181
C 0.452 0.267 3.018
C 1.281 -0.725 2.503
C 2.477 -1.037 3.134
C 2.856 -0.369 4.286
C 2.027 0.610 4.813
C 0.832 0.923 4.184
C -2.007 -0.145 3.038
C -2.452 -1.370 2.552
C -3.476 -2.050 3.197
C -4.061 -1.519 4.335
C -3.613 -0.305 4.831
C -2.592 0.376 4.187
H -1.182 2.645 3.156
H 0.992 -1.247 1.602
H 3.119 -1.800 2.712
H 3.792 -0.609 4.775
H 2.312 1.139 5.714
H 0.196 1.685 4.617
H -2.006 -1.787 1.661
H -3.821 -2.995 2.798
H -4.863 -2.048 4.835
H -4.063 0.120 5.719
H -2.257 1.323 4.593
```



An isolated molecule of C4H9N in a non-equilibrium geometry, computed with the ωB97M-V functional and the def2-TZVPD basis.

ΔE to the lowest compared entry with this formula, charge and spin (kJ/mol): 182.28
Charge: 0
SMILES string: C=CCNC
Gap between HOMO and LUMO (eV): 10.0582
Multiplicity: 1

```
14
C4H9N the ωB97M-V functional and the def2-TZVPD basis
C -1.930 1.211 1.320
C -0.601 1.020 1.162
C -0.165 -0.213 0.272
N 0.927 0.099 -0.726
C 1.577 -1.116 -1.255
H -2.482 2.022 1.902
H -2.572 0.676 0.703
H 0.052 1.860 1.537
H -1.041 -0.779 -0.178
H 0.287 -0.983 0.925
H 0.588 0.784 -1.359
H 2.073 -1.605 -0.432
H 2.393 -1.040 -2.116
H 0.894 -1.937 -1.756
```



A structure of composition C5H6Br2N3O4 in a non-equilibrium geometry, computed with the ωB97M-V functional and the def2-TZVPD basis.

ΔE to the lowest compared entry with this formula, charge and spin (kJ/mol): 0.00
Charge: +1
Gap between HOMO and LUMO (eV): 10.0015
Multiplicity: 1

```
20
C5H6Br2N3O4 the ωB97M-V functional and the def2-TZVPD basis
C 0.595 0.638 -1.040
C 0.397 1.748 -0.349
C -0.319 -0.672 0.947
C 0.371 -0.702 -0.469
C -1.180 0.544 1.101
N -0.371 -1.604 -1.526
N 1.786 -1.492 -0.241
N -0.425 1.825 0.898
O -0.077 -1.411 -2.676
O -1.094 -2.422 -1.039
O 2.451 -1.543 -1.225
O 2.049 -1.895 0.879
Br -2.041 0.636 2.781
Br -2.748 0.631 -0.345
H 1.111 0.547 -2.012
H 0.660 2.763 -0.693
H -0.771 -1.717 0.972
H 0.335 -0.627 1.742
H 0.175 2.061 1.625
H -0.904 2.695 0.670
```



The ion C5H7N2 with charge +1 in a non-equilibrium geometry, computed with the ωB97M-V functional and the def2-TZVPD basis.

ΔE to the lowest compared entry with this formula, charge and spin (kJ/mol): 603.79
Charge: +1
SMILES string: CCC=[N+]=c1cn1
Gap between HOMO and LUMO (eV): 10.0660
Multiplicity: 1

```
14
C5H7N2 the ωB97M-V functional and the def2-TZVPD basis
C 0.935 -0.269 -0.679
C -0.485 -0.746 -0.304
C -1.565 0.326 -0.071
N -1.298 1.539 -0.310
C -0.719 2.484 0.233
C 0.013 2.692 1.420
N 0.135 3.518 0.499
H 1.592 -1.160 -0.607
H 1.308 0.538 0.101
H 1.084 0.075 -1.710
H -0.314 -1.375 0.500
H -0.755 -1.383 -1.034
H -2.605 -0.202 0.019
H 0.236 2.476 2.489
```